(1)
C7H18CeNOP | ωB97M-V/def2-TZVPD

Atoms and positions in Å:
Ce1 0.51 -0.23 -0.10
H1 -1.72 -0.29 0.78
H2 -1.91 -0.06 0.07
P1 -0.46 0.48 -2.56
C1 -0.21 2.21 -2.98
H3 -0.35 2.27 -4.07
H4 -0.95 2.82 -2.43
H5 0.81 2.54 -2.68
C2 0.79 -0.50 -3.49
H6 0.69 -1.57 -3.26
H7 0.58 -0.30 -4.55
H8 1.81 -0.19 -3.22
C3 -2.08 -0.07 -3.09
H9 -2.84 0.53 -2.56
H10 -2.11 0.09 -4.18
H11 -2.22 -1.14 -2.83
C4 0.13 2.11 0.51
O1 0.25 3.19 0.86
H12 -0.09 -1.90 -0.60
H13 2.19 0.00 -0.69
C5 0.98 -1.91 5.13
C6 0.71 -0.44 4.69
C7 0.51 -0.45 3.31
N1 0.45 -0.57 2.15
H14 0.12 -2.55 4.87
H15 1.14 -1.95 6.22
H16 1.88 -2.31 4.63
H17 -0.20 -0.04 5.15
H18 1.58 0.21 4.90

Results
Total charge ... +2
Electronic energy ... -33284.3519 eV
LUMO energy ... -8.8 eV
Highest occupied orbital energy ... -16.58 eV
Maximum force ... 6.13 eV/A


(2)
C7H18ClIO2PPt | ωB97M-V/def2-TZVPD

Atoms and positions in Å:
C1 -0.71 -2.06 -2.07
I1 2.43 -2.87 0.46
H1 -1.73 -1.71 -1.96
H2 -0.61 -3.11 -1.76
H3 -0.37 -1.93 -3.10
Pt1 0.66 -1.14 -0.79
P1 -0.11 0.80 -1.84
C2 1.30 1.60 -2.67
C3 -1.43 0.61 -3.07
H4 -1.49 1.70 -0.09
H5 -1.00 2.97 -1.26
H6 0.17 2.39 -0.05
C4 -0.67 2.09 -0.69
H7 -2.39 0.53 -2.54
H8 -1.45 1.47 -3.76
H9 0.95 2.35 -3.39
H10 1.87 0.83 -3.19
H11 -1.27 -0.29 -3.67
H12 1.92 2.08 -1.91
C5 2.07 -0.08 -0.14
O1 2.89 0.63 0.25
Cl1 -1.17 -0.94 0.73
C6 -0.72 -0.51 4.76
C7 0.41 -0.44 3.75
O2 0.82 -1.76 3.43
H13 -1.66 -0.65 4.23
H14 -0.77 0.42 5.33
H15 -0.57 -1.36 5.43
H16 0.08 0.09 2.84
H17 1.29 0.07 4.15
H18 1.28 -1.78 2.57

Results
Total charge ... +3
Electronic energy ... -44768.3396 eV
LUMO energy (spin up / spin down) ... -12.0 / -15.8 eV
Highest occupied orbital energy (spin up / spin down) ... -20.69 / -21.40 eV
Maximum force ... 6.38 eV/A
⟨S²⟩ ... 6.022
Spin multiplicity ... 5